# 1
Density functional theory data (the ωB97M-V functional and the def2-TZVPD basis) for a 2-piece molecular cluster, C8H18N3 overall.

The geometry in XYZ format:
```
29
Properties=species:S:1:pos:R:3:forces:R:3:mulliken_charge:R:1
C 2.47692 0.68578 -0.13294 -0.123 -0.201 0.279 -0.66
C -1.96152 1.25310 0.37214 0.020 -0.280 0.090 -0.62
C 2.40967 -0.55641 0.74996 0.080 0.219 0.151 -0.60
C -2.05066 -0.03751 1.18234 -0.137 0.268 -0.046 -0.55
C 1.11295 1.36570 -0.14478 0.731 0.495 0.240 -0.58
C -1.22970 0.97320 -0.93321 -0.792 0.388 -0.005 -0.51
C 0.04093 -0.79794 0.20490 -1.428 -2.852 -1.875 -0.80
C -0.95258 -2.36360 -1.32754 0.939 2.347 2.173 -0.89
N 1.30038 -1.39545 0.29116 0.255 0.064 0.124 -0.16
N -0.70608 -0.55825 1.34875 0.378 0.151 0.034 -0.11
N 0.11435 0.39826 -0.67683 0.129 -0.232 -0.198 0.04
H 3.22790 1.37444 0.25202 -0.047 0.054 -0.049 0.39
H 2.76544 0.40226 -1.14663 0.037 0.028 -0.066 0.31
H -2.96261 1.61947 0.14595 0.054 0.026 -0.072 0.41
H -1.44878 2.02184 0.95121 -0.043 0.027 -0.003 0.30
H 3.32158 -1.14371 0.65513 -0.005 0.057 0.047 0.41
H 2.29123 -0.25830 1.80149 0.078 0.009 -0.082 0.31
H -2.47117 0.15658 2.16845 0.015 -0.031 -0.063 0.42
H -2.69158 -0.76177 0.66386 0.019 -0.011 0.004 0.25
H 0.82043 1.63481 0.87190 -0.097 0.002 -0.165 0.40
H 1.11758 2.25739 -0.77390 -0.166 -0.091 0.002 0.39
H -1.79045 0.23463 -1.50932 0.183 0.016 -0.011 0.36
H -1.11843 1.88016 -1.52815 0.166 -0.090 -0.007 0.39
H -0.57076 -1.99871 -2.26228 0.091 0.027 -0.373 0.31
H -2.01345 -2.28347 -1.18581 -0.337 -0.108 -0.118 0.30
H -0.50368 -3.26653 -0.96653 0.184 -0.297 0.119 0.39
H 1.27980 -2.29573 0.75076 -0.128 0.003 -0.179 0.36
H -0.61426 -1.27876 2.05347 0.091 0.048 -0.158 0.31
H 0.48999 0.04149 -1.56331 -0.145 -0.036 0.209 0.44
```
Forces are in eV/Å.

As for the multiplicity: 1. The calculation puts the energy relative to the best compared isomer or geometry (same formula, charge and spin) at 30.4 kcal per mole. The calculation puts the HOMO energy (spin up / spin down) at -11.52 / -11.52 eV. For the frontier orbital gap (spin up / spin down), the calculation gives 8.643 / 8.642 eV. The net charge is +1.

# 2
Density functional theory data (the ωB97M-V functional and the def2-TZVPD basis) for one molecule with the formula C8H18NO3P.

The geometry in XYZ format:
```
31
Properties=species:S:1:pos:R:3:forces:R:3:mulliken_charge:R:1
C -0.05844 -0.54553 -1.65025 -1.101 0.192 0.086 -2.10
C 0.29697 1.00190 -1.54304 -0.523 -1.681 0.274 1.91
C -0.95359 -0.94884 -0.47776 0.015 0.428 1.499 1.66
C -0.80730 1.81724 -2.26703 0.527 -2.162 -0.073 -1.65
C 1.64934 1.23818 -2.10876 1.669 1.752 -1.361 -1.82
C -1.04114 -2.41964 0.00109 -0.276 -0.740 -1.775 -1.59
C 1.78619 -0.54633 1.92317 -2.393 0.271 -1.095 -0.74
C 0.02504 0.24084 3.57233 -2.119 -1.268 -1.207 -0.91
N 0.43015 0.09167 2.18415 1.323 -1.024 -0.605 0.16
O -1.79042 1.13535 1.20500 -0.084 -0.342 0.808 -0.83
O 0.45295 1.30053 -0.09330 -0.778 -0.796 -0.506 -0.46
O -2.26918 -0.56486 -0.81753 -2.186 0.465 1.287 -0.61
P -0.53134 0.43315 0.89344 0.212 0.303 -1.969 0.75
H -0.59802 -0.87300 -2.56052 0.010 0.875 0.146 0.47
H 0.82026 -1.13396 -1.74140 1.142 -0.502 0.639 0.43
H -0.44428 2.10958 -3.24821 -0.009 0.131 -0.061 0.43
H -1.09801 2.64502 -1.70024 -0.437 1.383 0.810 0.38
H -1.64650 1.11545 -2.38125 0.019 0.735 -0.043 0.33
H 1.87443 2.32805 -2.01345 -0.241 -0.533 -0.155 0.40
H 1.71087 1.03761 -3.22111 -0.183 -0.077 1.247 0.37
H 2.51489 0.78671 -1.59277 -0.718 -0.395 -0.122 0.36
H -1.03450 -2.41865 1.06227 -0.602 -0.252 1.107 0.37
H -0.22690 -3.11165 -0.26155 0.184 0.585 -0.224 0.33
H -1.97628 -2.91762 -0.47041 1.376 1.041 1.082 0.33
H 1.73988 -0.74216 0.75513 0.940 0.030 2.618 0.16
H 2.58853 0.11873 2.26712 -0.100 -0.054 -0.547 0.27
H 1.77243 -1.42984 2.58669 0.400 -0.070 -0.859 0.34
H 0.70941 0.89990 4.02328 0.174 1.500 0.892 0.34
H -1.08135 0.46360 3.48723 1.392 0.647 0.783 0.28
H 0.06982 -0.67962 4.17428 0.185 -0.251 -0.523 0.28
H -2.88389 -0.43182 0.01341 2.182 -0.191 -2.154 0.37
```
Forces are in eV/Å.

Its structure (SMILES) is CN(C)[P@@]1(=O)OC(C)(C)C[C@]1(C)O. As for the multiplicity: 1. The calculation puts the energy relative to the best compared isomer or geometry (same formula, charge and spin) at 10.5 kcal per mole. The calculation puts the HOMO energy at -9.11 eV. For the frontier orbital gap, the calculation gives 9.809 eV.

For each record above, in turn, the calculated maximum force values are 3.7; 3.1 eV/Å.